No. 1
Density functional theory data (ωB97M-V/def2-TZVPD) for a gas-phase ion, C7H16N (charge +1) at a distorted geometry.

```
24
Properties=species:S:1:pos:R:3
C -0.02795 2.56853 -0.96992
C 0.15612 2.26779 0.39611
C 1.15899 1.58760 1.14421
C 1.58459 0.28380 0.45166
C 0.57209 -0.81925 0.71286
C -0.21781 -1.30003 -0.50957
C -0.73660 -2.68606 -0.26786
N -1.60524 -0.59321 -0.81147
H -0.79117 3.23207 -1.31162
H 0.79611 2.49738 -1.62633
H -0.50997 2.80278 1.09304
H 0.92137 1.44721 2.19995
H 1.93787 2.38974 1.34542
H 2.52488 -0.02890 0.66079
H 1.47334 0.56693 -0.66129
H -0.28690 -0.52145 1.33291
H 1.02707 -1.53270 1.32669
H 0.26999 -1.30858 -1.54156
H -1.55367 -3.17246 -0.70515
H -0.98403 -3.03109 0.71550
H 0.19539 -3.36991 -0.35803
H -2.06187 -0.81955 -1.71376
H -1.59877 0.42033 -0.83249
H -2.24383 -0.88097 -0.07009
```

Output
Charge: +1
Highest occupied orbital energy in eV: -12.8
ΔE to the lowest compared entry with this formula, charge and spin in kJ/mol: 268.9
SMILES string: C=CCCC[C@@H](C)[NH3+]

Here are the Löwdin charges for atoms 1 to 5, given in e: 0.023, -0.189, -0.236, -0.151, -0.141

No. 2
Density functional theory data (ωB97M-V/def2-TZVPD) for a gas-phase ion, C6H9N2 (charge +1) at a distorted geometry.

```
17
Properties=species:S:1:pos:R:3
C 2.63409 0.39608 -0.03014
C 1.26738 -0.26483 0.08592
C 0.80588 -1.52369 -0.00345
C -0.67393 -1.49985 -0.16174
C -1.15689 -0.24288 -0.09654
C -2.54736 0.35163 0.06485
N 0.05164 0.53336 -0.02685
N 0.13605 1.73072 -0.08811
H 2.69983 0.74719 -1.00931
H 3.37433 -0.30455 0.10096
H 2.84209 1.12080 0.77891
H 1.48314 -2.36384 0.23392
H -1.20133 -2.46572 -0.29420
H -2.61145 1.19668 0.75407
H -3.32122 -0.44114 0.45632
H -3.01172 0.82050 -0.93602
H -0.77053 2.20954 0.17141
```

Output
Charge: +1
Highest occupied orbital energy (alpha / beta) in eV: -13.9 / -13.9
ΔE to the lowest compared entry with this formula, charge and spin in kJ/mol: 410.2
SMILES string: CC1=CC=C(C)[N+]1=N

Here are the Löwdin charges for atoms 1 to 5, given in e: 0.016, -0.174, 0.056, 0.062, -0.208

No. 3
Density functional theory data (ωB97M-V/def2-TZVPD) for 16 unconnected molecules or ions with the total composition C51H67F6N16O3.

```
143
Properties=species:S:1:pos:R:3
C -1.53036 -2.12199 -4.61084
C -1.23348 -1.48263 -3.63744
C -0.85099 -0.42743 -2.74106
C -1.86924 0.13127 -1.89651
C -3.22434 -0.50685 -2.01554
C -3.24779 -1.85876 -1.31928
O -4.40995 -2.53711 -1.78482
C -4.28039 -3.93349 -1.74681
C -3.95906 -4.49589 -0.36737
F -2.63750 -4.56038 -0.10837
F -4.53710 -3.77244 0.60562
F -4.43344 -5.75305 -0.25742
C -1.57200 1.15774 -1.04439
C -2.60226 1.75647 -0.12360
C -2.22572 1.66095 1.38307
C -3.13522 0.72826 2.15341
O -4.48709 1.15633 2.15177
C -0.23548 1.66682 -1.04258
C 0.11431 2.74777 -0.23114
N 1.35331 3.20763 -0.20370
C 2.33799 2.69279 -0.97494
C 2.08177 1.65861 -1.81173
C 0.77961 1.10754 -1.87189
C 0.44510 0.02182 -2.71637
C 1.51031 -0.62385 -3.56545
C 2.45144 -1.58294 -2.80694
O 3.57238 -0.91252 -2.26115
C 1.80085 -2.39346 -1.68742
F 1.50831 -1.64931 -0.60924
F 2.68144 -3.33646 -1.27061
F 0.70006 -3.03514 -2.08683
H -1.77704 -2.75347 -5.43412
H -4.04268 0.11112 -1.66536
H -3.41420 -0.70715 -3.06896
H -3.28298 -1.75439 -0.23200
H -2.36939 -2.44781 -1.59380
H -5.23989 -4.36155 -2.03256
H -3.53992 -4.28178 -2.47294
H -3.55294 1.25611 -0.24398
H -2.73480 2.81062 -0.36723
H -1.21130 1.25896 1.45472
H -2.19501 2.65306 1.82670
H -2.75612 0.62882 3.17557
H -3.12526 -0.26775 1.70717
H -4.49987 2.12017 2.15706
H -0.59736 3.24093 0.41277
H 1.61685 3.99333 0.38454
H 3.31787 3.12013 -0.91374
H 2.89676 1.30610 -2.41921
H 2.14024 0.13575 -4.02695
H 1.05834 -1.19769 -4.36765
H 2.80788 -2.32615 -3.52300
H 4.37009 -1.42145 -2.42916
C -1.17448 6.15215 2.69893
C -2.06781 5.35254 1.87097
N -2.77633 4.72655 1.21831
H -1.58899 7.14341 2.84112
H -1.04467 5.68322 3.67183
H -0.20229 6.23557 2.21563
C -2.77413 -8.02458 1.61714
C -2.98921 -9.22971 2.40808
N -3.14506 -10.20343 2.99521
H -3.67834 -7.41911 1.60910
H -1.95816 -7.44356 2.04095
H -2.52178 -8.29820 0.59283
C -7.91540 -2.20090 -1.06460
C -7.76157 -1.38484 -2.26327
N -7.56570 -0.73730 -3.19045
H -6.93178 -2.45846 -0.67464
H -8.46784 -1.64708 -0.30814
H -8.45521 -3.11653 -1.30349
C 6.02436 5.53061 -1.21080
C 4.89531 5.17365 -0.36302
N 4.00235 4.89216 0.30279
H 5.94807 6.57346 -1.51020
H 6.95638 5.39130 -0.67215
H 6.03183 4.90182 -2.09929
C 5.41835 -0.03450 -5.87780
C 4.52890 1.08378 -5.58430
N 3.82987 1.96716 -5.36461
H 5.70217 -0.01272 -6.92788
H 6.31545 0.03617 -5.26584
H 4.91191 -0.97492 -5.66768
C -5.35654 -10.46146 5.71843
C -6.18155 -11.21377 6.65721
N -6.83236 -11.80564 7.39329
H -4.50600 -10.02619 6.23876
H -4.98805 -11.11644 4.93196
H -5.94502 -9.66354 5.26961
C -6.40704 -2.71244 -5.53481
C -5.05154 -3.18296 -5.80185
N -3.97505 -3.52395 -6.00990
H -6.42730 -2.21461 -4.56999
H -6.71383 -2.00238 -6.29966
H -7.10275 -3.54948 -5.52277
C 0.94967 -5.04727 2.12767
C 0.41706 -6.14863 2.92240
N -0.00221 -7.01935 3.54140
H 1.75266 -5.40846 1.48816
H 0.16082 -4.62677 1.50591
H 1.33792 -4.27258 2.78581
C 0.20086 10.70973 3.28306
C -0.34047 9.52520 3.93891
N -0.76740 8.60148 4.46882
H 1.03303 10.42804 2.64100
H -0.57156 11.18336 2.68052
H 0.55029 11.41645 4.03296
C 3.86164 3.01715 3.82329
C 2.92293 4.10798 4.05952
N 2.18593 4.96329 4.26413
H 4.23263 3.06712 2.80065
H 4.70001 3.09812 4.51199
H 3.36432 2.06196 3.98053
C -7.43379 -7.88171 0.97482
C -7.82702 -6.94893 -0.07493
N -8.12721 -6.21620 -0.90474
H -7.28623 -7.34348 1.90915
H -8.21113 -8.63024 1.11358
H -6.50675 -8.37947 0.69624
C 10.10982 6.72262 0.25625
C 9.50240 6.35180 -1.01596
N 9.05758 6.05251 -2.03132
H 10.99048 7.33291 0.08013
H 9.39841 7.29025 0.84849
H 10.40309 5.82516 0.79898
C 9.67845 10.31624 2.86742
C 10.75203 9.61677 2.17355
N 11.60252 9.07608 1.62665
H 10.06040 10.75336 3.78792
H 9.28842 11.10903 2.23177
H 8.87703 9.61954 3.10728
C 5.82982 10.56188 1.11197
C 6.67670 9.48363 0.61493
N 7.33781 8.63339 0.21879
H 5.22044 10.95390 0.30021
H 5.18054 10.18559 1.90013
H 6.44700 11.36464 1.51063
C -0.93351 -11.69903 0.23370
C -0.86144 -10.77724 -0.89343
N -0.80532 -10.03017 -1.76274
H 0.06831 -11.95698 0.57100
H -1.47211 -11.23516 1.05871
H -1.45519 -12.60952 -0.05389
```

Output
Charge: +1
Highest occupied orbital energy in eV: -11.3

Here are the Löwdin charges for atoms 1 to 5, given in e: 0.190, -0.086, -0.099, -0.076, -0.086

No. 4
Density functional theory data (ωB97M-V/def2-TZVPD) for 3 unconnected molecules or ions with the total composition C10H22N3O6 at a distorted geometry.

```
41
Properties=species:S:1:pos:R:3
O 3.48699 -2.28067 2.14172
C 3.72995 -1.08537 1.56003
O 3.13436 -0.84411 0.22070
C 3.06703 0.59533 -0.07491
C 1.58600 1.27513 0.10083
C 0.43606 0.28768 0.72800
C -0.57396 1.27871 1.61993
C -2.10220 1.25336 0.94707
C -2.56256 -0.34554 1.00359
C -1.53423 -1.18540 0.04207
N -0.29227 -0.43440 -0.38388
H 4.41417 -0.32872 2.13804
H 3.39874 0.73749 -1.21183
H 3.84464 1.24503 0.55648
H 1.73470 2.28999 0.68868
H 1.19595 1.59334 -0.97885
H 0.88941 -0.46988 1.52208
H -0.69024 0.89067 2.71868
H -0.23423 2.39876 1.61857
H -2.82854 1.95332 1.56844
H -2.05134 1.60670 -0.17203
H -3.68754 -0.39063 0.63558
H -2.54128 -0.73723 2.12886
H -1.31608 -2.21485 0.55398
H -2.13948 -1.43392 -0.95509
H -0.52209 0.23723 -1.14911
H 0.38367 -1.16439 -0.75974
C -2.67578 4.44194 -2.83341
N -2.02113 3.62670 -1.77501
O -2.23627 3.94637 -0.60008
O -1.30976 2.68874 -2.15360
H -3.26756 5.22761 -2.35896
H -1.88654 4.87405 -3.45203
H -3.31578 3.77490 -3.41470
C 1.72727 -4.77786 0.37056
N 0.55509 -4.72953 -0.54435
O 0.08253 -3.61597 -0.80048
O 0.14249 -5.81091 -0.97967
H 1.98066 -3.75998 0.67435
H 1.44470 -5.37969 1.23674
H 2.55445 -5.23400 -0.17729
```

Output
Charge: +1
Highest occupied orbital energy in eV: -13.7

Here are the Löwdin charges for atoms 1 to 5, given in e: -0.051, -0.109, -0.129, -0.190, -0.101

No. 5
Density functional theory data (ωB97M-V/def2-TZVPD) for a molecular structure, C31H25MnN7S2 at a distorted geometry.

```
66
Properties=species:S:1:pos:R:3
Mn 1.72342 -0.55852 -0.02029
N 0.80974 -2.72545 3.58692
C 0.94144 -2.24178 2.34907
S 2.08788 -0.89352 2.16297
N 0.26358 -2.77489 1.37572
N 0.51308 -2.18386 0.17469
C 0.04895 -2.70685 -0.91512
C -0.71216 -3.96594 -0.98597
C -1.85391 -4.15274 -0.20926
C -2.56457 -5.33729 -0.30652
C -2.12788 -6.34575 -1.15478
C -0.98181 -6.16986 -1.91772
C -0.27951 -4.97816 -1.84426
C 0.33629 -1.91006 -2.13447
C -0.20728 -2.19876 -3.37341
C 0.08359 -1.37116 -4.45046
C 0.90397 -0.27238 -4.26620
C 1.40077 -0.02703 -2.99859
N 1.11822 -0.81695 -1.96210
H 1.34828 -2.36380 4.35325
H 0.23962 -3.54362 3.73164
H -2.18221 -3.37511 0.46597
H -3.45694 -5.47790 0.28771
H -2.68051 -7.27325 -1.21897
H -0.63555 -6.95990 -2.56974
H 0.61988 -4.84647 -2.43433
H -0.85359 -3.05636 -3.48752
H -0.33252 -1.58706 -5.42520
H 1.15842 0.38906 -5.08130
H 2.04957 0.81791 -2.80272
S 3.86434 -0.12732 -0.52357
C 5.05353 -0.82128 0.46185
C 4.99291 -2.18446 0.85535
C 6.01602 -2.71916 1.59443
C 7.09937 -1.91479 1.96590
C 7.16624 -0.56912 1.59249
C 6.16129 -0.01720 0.83873
H 4.14418 -2.78596 0.55990
H 5.98736 -3.75791 1.89249
H 7.90197 -2.34295 2.55189
H 8.01194 0.03361 1.89273
H 6.19787 1.01897 0.53159
N -2.49951 5.20648 1.41900
C -3.66407 5.92133 1.23964
C -4.11083 7.12851 1.76566
C -5.36056 7.54919 1.35463
C -6.14659 6.79831 0.45166
C -5.70114 5.60693 -0.06147
C -4.43578 5.16431 0.34561
N -3.75420 4.02069 -0.00027
C -2.61953 4.08240 0.65081
C -1.60760 3.03698 0.54414
C -1.91615 1.88217 -0.17773
C -0.97976 0.88424 -0.29264
N 0.24040 0.95492 0.26626
C 0.53792 2.05989 0.96523
C -0.34137 3.11062 1.12096
H -1.73535 5.46116 2.01935
H -3.52130 7.71302 2.45856
H -5.75087 8.48344 1.73519
H -7.11740 7.17828 0.16578
H -6.29049 5.02046 -0.75230
H -2.89018 1.78824 -0.63612
H -1.20799 -0.02191 -0.83923
H 1.51792 2.09311 1.42480
H -0.02082 3.97225 1.68971
```

Output
Charge: +2
Highest occupied orbital energy (alpha / beta) in eV: -12.5 / -12.5
Multiplicity: 4
Expectation value of S²: 3.907

Here are the Löwdin charges for atoms 1 to 5, given in e: 0.391, 0.125, -0.731, 0.761, 0.049